This record from OMol25 describes a 6-piece molecular cluster, C10H22Cl8O3 overall. The level of theory is ωB97M-V/def2-TZVPD.

Bonds (Å) are listed after each position.
Positions of all 43 atoms, in Å:
1 C -1.951 -3.570 1.692  C2 1.457, C5 1.563, H6 1.090, H7 1.090
2 C -2.158 -3.873 3.102  C1 1.457, C3 1.454, H8 1.090, H9 1.090
3 C -1.079 -4.779 3.458  C2 1.454, O4 1.437, H10 1.090, H11 1.090
4 O 0.015 -4.181 2.744  C3 1.437, C5 1.469
5 C -0.423 -3.738 1.413  C1 1.563, O4 1.469, H12 1.090, H13 1.090
6 H -2.198 -2.553 1.386  C1 1.090
7 H -2.558 -4.209 1.051  C1 1.090
8 H -3.114 -4.317 3.380  C2 1.090
9 H -1.968 -2.964 3.673  C2 1.090
10 H -1.167 -5.823 3.159  C3 1.090
11 H -0.890 -4.828 4.531  C3 1.090
12 H -0.183 -4.407 0.586  C5 1.090
13 H -0.035 -2.720 1.404  C5 1.090
14 Cl -2.533 3.833 -7.588  C15 1.742
15 C -1.241 2.780 -8.095  Cl14 1.742, Cl16 1.748, H17 1.090, H18 1.090
16 Cl 0.319 3.563 -8.004  C15 1.748
17 H -1.263 1.847 -7.533  C15 1.090
18 H -1.325 2.635 -9.172  C15 1.090
19 Cl 0.355 1.044 -2.960  C20 1.808
20 C -0.611 1.759 -1.609  Cl19 1.808, Cl21 1.776, H22 1.090, H23 1.090
21 Cl -1.678 3.053 -2.195  C20 1.776
22 H -1.166 0.908 -1.215  C20 1.090
23 H 0.075 2.156 -0.861  C20 1.090
24 Cl 1.925 6.836 -0.320  C25 1.754
25 C 1.911 7.692 1.211  Cl24 1.754, Cl26 1.749, H27 1.090, H28 1.090
26 Cl 2.856 9.162 1.132  C25 1.749
27 H 0.899 7.950 1.521  C25 1.090
28 H 2.263 7.021 1.994  C25 1.090
29 Cl -3.816 -2.569 -4.570  C30 1.825
30 C -2.609 -3.264 -5.748  Cl29 1.825, Cl31 1.717, H32 1.090, H33 1.090
31 Cl -2.144 -4.802 -5.140  C30 1.717
32 H -3.070 -3.339 -6.733  C30 1.090
33 H -1.853 -2.486 -5.855  C30 1.090
34 O 2.787 -0.188 5.627  C35 1.440, H38 0.960
35 C 2.623 0.158 4.239  O34 1.440, C36 1.582, H39 1.090, H40 1.090
36 C 3.526 1.394 3.843  C35 1.582, O37 1.417, H41 1.090, H42 1.090
37 O 3.491 1.722 2.464  C36 1.417, H43 0.960
38 H 2.048 -0.779 5.789  O34 0.960
39 H 2.840 -0.720 3.631  C35 1.090
40 H 1.559 0.241 4.014  C35 1.090
41 H 4.533 1.132 4.167  C36 1.090
42 H 3.150 2.206 4.465  C36 1.090
43 H 3.856 1.016 1.925  O37 0.960

Properties
SMILES: C1CCOC1.ClCCl.ClCCl.ClCCl.ClCCl.OCCO
E_LUMO, eV: 0.150